Computed, not measured: a structure of composition C16H44AsF6N4O4Zn at a distorted geometry, with ωB97M-V/def2-TZVPD.

Computed properties:
lowest unoccupied orbital energy	-2.52	eV
total charge	+1
orbital gap	10.23	eV
maximum force	4.94	eV Å⁻¹
energy relative to the best compared isomer or geometry (same formula, charge and spin)	56.2	kcal/mol
spin multiplicity	1
HOMO	-0.4685	Eh

CARTESIAN COORDINATES (ANGSTROEM)
Zn  -0.205  -0.015  -0.282
As  1.668  -1.749  -3.184
F  0.712  -3.163  -3.668
F  0.648  -0.655  -4.179
F  2.599  -0.265  -2.730
F  2.708  -2.741  -2.060
F  2.757  -2.097  -4.550
F  0.652  -1.454  -1.758
C  -3.983  -1.257  -1.935
C  -2.510  -0.838  -1.873
C  -2.250  0.559  -2.425
O  -0.936  0.914  -2.065
C  -0.456  1.856  -3.022
N  -2.133  -0.863  -0.503
H  -4.791  -0.549  -1.753
H  -4.230  -2.121  -1.319
H  -4.066  -1.693  -2.931
H  -1.754  -1.458  -2.356
H  -2.904  1.332  -2.022
H  -2.415  0.324  -3.476
H  -0.748  2.897  -2.883
H  -0.498  1.665  -4.094
H  0.604  1.659  -2.865
H  -2.079  -1.841  -0.258
H  -2.950  -0.547  0.000
C  -2.933  2.142  1.031
C  -1.478  2.535  0.823
C  -1.093  3.577  1.867
O  0.280  3.894  1.492
C  1.052  4.763  2.284
N  -0.670  1.371  1.031
H  -3.188  1.469  1.850
H  -3.242  1.656  0.105
H  -3.543  3.045  1.042
H  -1.341  2.932  -0.183
H  -1.049  3.273  2.913
H  -1.627  4.527  1.863
H  1.312  4.278  3.225
H  0.552  5.718  2.447
H  1.934  4.946  1.670
H  0.289  1.627  1.217
H  -0.942  0.984  1.923
C  4.079  1.364  -0.313
C  2.863  0.674  0.421
C  2.650  1.188  1.827
O  1.634  0.508  2.567
C  1.404  0.936  3.968
N  1.719  1.011  -0.460
H  4.252  1.074  -1.349
H  4.967  1.114  0.267
H  4.059  2.454  -0.315
H  3.069  -0.393  0.332
H  2.586  2.274  1.888
H  3.617  0.992  2.289
H  1.258  2.005  4.122
H  2.288  0.613  4.518
H  0.477  0.417  4.212
H  1.929  1.997  -0.402
H  2.067  0.767  -1.376
C  1.091  -3.488  2.234
C  0.577  -2.868  0.950
C  -0.581  -3.850  0.367
O  -1.265  -3.408  -0.796
C  -1.586  -4.516  -1.607
N  0.166  -1.509  1.122
H  1.583  -2.732  2.845
H  1.744  -4.328  1.996
H  0.225  -3.813  2.811
H  1.380  -2.881  0.214
H  -1.374  -3.996  1.100
H  -0.136  -4.839  0.255
H  -0.700  -5.131  -1.768
H  -1.950  -4.063  -2.529
H  -2.376  -5.181  -1.258
H  1.012  -1.244  1.606
H  -0.478  -1.782  1.850